(1)
The following is a DFT calculation (wB97M-V/def2-TZVPD) of a 4-piece molecular cluster, C26H38N6O9P2S overall.

As for the net charge: 0. The value obtained for the total energy is -3099.925070 Eh. Its HOMO energy is -8.1 eV. As for the max |F|: 0.69 eV Å⁻¹. As for the frontier orbital gap: 0.2581 Ha.

Each line ends with the Mulliken charge.
CARTESIAN COORDINATES (ANGSTROEM)
H1 -3.6581 -2.7764 2.3471  0.279
N1 -2.7740 -2.6108 1.8673  -0.664
C1 -2.1921 -1.5909 2.3358  -0.382
C2 -0.8899 -1.1269 1.7548  0.572
P1 0.6237 -1.0383 2.7857  0.358
N2 0.8227 0.2323 3.9102  -0.548
N3 1.7474 -2.3193 2.7205  -0.698
S1 -0.2736 -2.3695 4.4974  -0.437
C3 1.5518 0.0471 1.4903  -1.230
C4 1.3913 -0.1730 -0.0300  -0.008
P2 0.4961 1.0585 -0.9952  0.518
O1 1.0052 1.2121 -2.3656  -0.715
O2 0.5623 2.4443 -0.2063  -0.378
C5 -0.2883 2.7565 0.9116  0.406
C6 -1.5438 3.5191 0.4993  -1.534
O3 -1.0215 0.5553 -0.9214  -0.097
C7 -1.9815 1.0323 -1.8922  -0.239
C8 -3.3876 0.8883 -1.3228  -1.187
H2 -2.6304 -0.9657 3.1215  0.469
H3 -0.6612 -1.8061 0.9301  0.314
H4 -1.0107 -0.1171 1.3570  -0.416
H5 0.1536 0.9836 3.7594  0.260
H6 0.7088 -0.1208 4.8534  0.310
H7 2.5261 -2.1210 3.3417  0.263
H8 2.1105 -2.3966 1.7728  0.195
H9 -1.0770 -1.4743 5.1037  0.064
H10 2.6040 -0.0966 1.7384  0.531
H11 1.3475 1.0898 1.7378  0.597
H12 2.3725 -0.1077 -0.5062  0.470
H13 0.9874 -1.1525 -0.2896  -0.097
H14 0.3141 3.3650 1.5788  0.542
H15 -0.5438 1.8516 1.4607  -0.199
H16 -1.7253 4.3475 1.1839  0.344
H17 -1.4377 3.9113 -0.5108  0.449
H18 -2.4234 2.8783 0.5397  0.207
H19 -1.8479 0.4352 -2.7945  0.399
H20 -1.7480 2.0653 -2.1538  0.364
H21 -3.8856 1.8533 -1.2342  0.326
H22 -4.0055 0.2380 -1.9390  0.352
H23 -3.3349 0.4581 -0.3228  0.199
O4 1.6728 -3.7114 -0.3600  -0.563
N4 2.8489 -3.4831 -0.5673  1.081
O5 3.4398 -2.5141 -0.1173  -0.582
C9 3.5983 -4.4196 -1.4181  0.068
C10 2.9252 -5.5005 -1.9586  -0.308
C11 3.6341 -6.3718 -2.7698  -0.525
C12 4.9821 -6.1508 -3.0206  -0.451
C13 5.6335 -5.0590 -2.4616  -0.502
C14 4.9402 -4.1763 -1.6492  -0.286
H24 1.8768 -5.6468 -1.7457  0.464
H25 3.1309 -7.2232 -3.2072  0.391
H26 5.5285 -6.8337 -3.6577  0.387
H27 6.6834 -4.8913 -2.6592  0.378
H28 5.4195 -3.3177 -1.2036  0.449
O6 -0.2949 4.3236 3.7278  -0.594
N5 -1.3471 3.8311 4.0801  1.061
O7 -1.8361 2.8288 3.5863  -0.558
C15 -2.0874 4.4882 5.1712  0.167
C16 -1.5617 5.6426 5.7234  -0.396
C17 -2.2668 6.2592 6.7443  -0.438
C18 -3.4660 5.7185 7.1896  -0.463
C19 -3.9693 4.5564 6.6195  -0.519
C20 -3.2783 3.9273 5.5966  -0.296
H29 -0.6264 6.0396 5.3586  0.455
H30 -1.8777 7.1636 7.1916  0.371
H31 -4.0122 6.2062 7.9861  0.384
H32 -4.9024 4.1374 6.9705  0.373
H33 -3.6466 3.0237 5.1348  0.445
O8 -1.0433 -1.9235 -9.3762  -0.610
N6 -0.2898 -2.2960 -8.4971  1.006
O9 0.2554 -3.3834 -8.4720  -0.611
C21 -0.0176 -1.3656 -7.3853  0.092
C22 -0.6480 -0.1341 -7.3790  -0.300
C23 -0.3913 0.7298 -6.3255  -0.526
C24 0.4782 0.3623 -5.3057  -0.502
C25 1.0971 -0.8820 -5.3426  -0.560
C26 0.8543 -1.7605 -6.3859  -0.415
H34 -1.3185 0.1301 -8.1828  0.457
H35 -0.8750 1.6978 -6.3017  0.395
H36 0.6811 1.0149 -4.4661  0.674
H37 1.7708 -1.1637 -4.5438  0.487
H38 1.3226 -2.7321 -6.4349  0.464

Cartesian forces, eV/Å:
H 0.0 0.0 0.0
N 0.0 0.1 -0.1
C 0.0 0.1 0.0
C -0.3 -0.4 0.3
P 0.3 0.6 -0.2
N -0.1 -0.3 0.3
N -0.2 0.0 -0.4
S 0.1 0.0 0.3
C -0.2 -0.1 0.0
C 0.1 0.2 0.1
P 0.0 -0.2 0.0
O 0.0 0.1 0.0
O -0.2 -0.1 -0.2
C 0.0 0.2 0.1
C -0.1 -0.2 0.1
O -0.1 0.2 0.2
C 0.1 -0.1 -0.2
C 0.0 0.1 0.1
H 0.1 -0.1 0.0
H 0.1 0.1 -0.1
H 0.0 -0.1 -0.1
H 0.3 0.2 -0.2
H -0.2 0.1 -0.1
H -0.1 -0.2 0.1
H 0.2 0.1 0.0
H 0.0 0.0 -0.1
H 0.0 0.1 0.1
H 0.1 -0.1 0.0
H 0.0 -0.1 0.0
H 0.0 0.0 -0.1
H 0.1 0.0 -0.1
H -0.1 0.0 -0.1
H 0.0 0.1 -0.1
H 0.1 0.1 0.0
H 0.0 0.0 -0.1
H 0.0 0.0 0.0
H 0.0 0.0 0.1
H 0.0 0.0 0.0
H 0.0 0.0 0.0
H 0.0 -0.1 0.0
O 0.1 0.0 0.0
N -0.1 0.1 0.0
O 0.0 -0.2 0.0
C 0.0 0.0 0.0
C 0.0 0.0 0.0
C 0.0 0.0 0.0
C 0.0 0.0 0.0
C 0.0 0.0 0.0
C 0.0 0.0 0.0
H 0.0 0.0 0.0
H 0.0 0.0 0.0
H 0.0 0.0 0.0
H 0.0 0.0 0.0
H 0.0 0.0 0.0
O -0.1 0.0 0.1
N -0.1 0.0 0.0
O 0.1 0.0 0.1
C 0.0 0.0 0.0
C 0.0 0.0 0.0
C 0.0 0.0 0.0
C 0.0 0.0 0.0
C 0.0 0.0 0.0
C 0.0 0.0 0.0
H 0.0 0.0 0.0
H 0.0 0.0 0.0
H 0.0 0.0 0.0
H 0.0 0.0 0.0
H 0.0 0.0 0.0
O 0.1 0.0 0.1
N 0.0 0.0 -0.1
O -0.1 0.1 0.0
C 0.0 0.0 0.0
C 0.0 0.0 0.0
C 0.0 0.0 0.0
C 0.0 -0.1 0.0
C 0.0 0.0 0.0
C 0.0 0.0 0.0
H 0.0 0.0 0.0
H 0.0 0.0 0.0
H -0.1 0.0 -0.1
H 0.0 0.0 0.0
H 0.0 0.0 0.0

---

(2)
The following is a DFT calculation (wB97M-V/def2-TZVPD) of C4H11Br2N3O2 as an isolated structure.

As for the net charge: 0. The value obtained for the total energy is -5621.592304 Eh. Its HOMO energy (spin up / spin down) is -8.5 / -8.7 eV. As for the max |F|: 4.02 eV Å⁻¹. As for the relative energy (zero: lowest compared OMol25 entry of this formula, charge and spin): 1.6741 eV. As for the frontier orbital gap (spin up / spin down): 0.2622 / 0.2645 Ha.

Each line ends with the natural charge from an NBO analysis.
CARTESIAN COORDINATES (ANGSTROEM)
C1 0.5816 -0.8723 1.9714  -0.620
C2 -1.7206 1.0246 1.1975  -0.434
C3 0.3484 -0.1634 0.5587  0.082
C4 0.8692 -0.5634 -1.7296  0.357
N1 0.9070 -0.9194 -0.4793  -0.487
N2 1.8485 0.7429 -2.1704  0.124
N3 -1.1385 0.0254 0.3087  -0.588
O1 3.0304 0.7090 -1.9622  -0.236
O2 -0.4840 0.0039 -2.2045  -0.786
Br1 -0.2212 -3.0999 -0.2142  -0.335
Br2 0.8158 2.5201 -1.2978  -0.335
H1 -0.4126 -1.1758 2.2524  0.200
H2 1.1734 -1.7593 2.0349  0.255
H3 1.0643 -0.0215 2.6101  0.215
H4 -1.3094 2.0140 1.0492  0.239
H5 -2.7520 1.1249 0.9270  0.218
H6 -1.7032 0.6813 2.3023  0.223
H7 0.7560 0.8669 0.6199  0.242
H8 1.2919 -1.2456 -2.4569  0.214
H9 -1.5802 -0.8173 0.4963  0.428
H10 -1.0540 0.3003 -0.8011  0.504
H11 -0.3108 0.6246 -3.0124  0.518

Cartesian forces, eV/Å:
C 0.1 3.3 -0.3
C -0.8 0.0 1.7
C 0.8 -0.9 1.8
C -2.0 0.9 -1.2
N 0.8 -0.4 0.1
N 2.6 0.5 0.2
N 2.3 3.0 -1.5
O -2.5 -0.1 -0.3
O 2.2 0.3 -1.7
Br -0.1 0.0 -0.1
Br 0.1 0.5 0.0
H -0.3 0.1 1.0
H 0.6 -0.3 -0.7
H -1.2 -1.8 -0.6
H 0.6 0.0 0.1
H -0.7 0.0 -0.1
H 0.3 0.6 -1.9
H -0.2 -0.6 -0.3
H -0.3 -0.3 0.0
H -1.0 -2.4 -0.3
H -1.0 -0.6 1.8
H -0.4 -1.5 2.2

---

(3)
The following is a DFT calculation (wB97M-V/def2-TZVPD) of C21H34BeBrF7LiMgN2O17S3 as an isolated structure.

As for the net charge: +1. The value obtained for the total energy is -6898.429118 Eh. Its HOMO energy is -9.4 eV. As for the max |F|: 3.92 eV Å⁻¹. As for the frontier orbital gap: 0.0542 Ha.

Each line ends with the Mulliken charge.
CARTESIAN COORDINATES (ANGSTROEM)
C1 1.2331 3.2011 2.5097  -0.603
O1 0.3426 2.1197 2.6112  -0.360
C2 1.0886 0.8904 2.7078  -1.078
C3 0.7084 -0.1200 1.6241  0.127
C4 0.9027 0.4275 0.1669  -1.078
C5 1.9578 -0.4267 -0.5178  0.152
C6 1.6162 -1.7379 -0.6757  -0.657
N1 2.4486 -2.5901 -1.2272  0.816
C7 3.6490 -2.2010 -1.6385  -0.249
C8 4.0482 -0.9261 -1.5332  -1.018
C9 3.1971 0.0048 -0.9528  1.659
C10 3.6187 1.4446 -0.7885  -0.469
O2 4.5756 1.7787 -0.1386  -0.545
O3 2.8495 2.3846 -1.4212  -0.455
H1 1.7228 3.3686 3.4865  0.656
H2 0.6149 4.0775 2.2042  0.178
H3 1.9959 3.0778 1.7341  0.011
H4 0.9305 0.4344 3.6935  0.392
H5 2.1785 1.0390 2.6332  0.442
H6 -0.3163 -0.4916 1.7446  0.075
H7 1.3519 -0.9903 1.8067  0.372
H8 1.1684 1.4845 0.1591  0.227
H9 -0.0239 0.3304 -0.4044  0.438
H10 0.6373 -2.0769 -0.3458  0.619
H11 2.1150 -3.5818 -1.2903  0.491
H12 4.3039 -2.9417 -2.0825  0.209
H13 5.0307 -0.6228 -1.8736  0.512
H14 2.2507 2.7817 -0.7771  0.399
Br1 3.0196 -5.3974 -1.7186  -0.441
Mg1 1.2316 -7.1112 -2.3737  1.213
C11 4.4232 -1.6949 2.2256  -0.337
O4 3.2872 -1.4122 3.0431  -0.442
H15 4.6383 -0.8143 1.6253  -0.049
H16 5.2902 -1.9247 2.8483  0.339
H17 4.2063 -2.5388 1.5630  0.203
H18 3.1067 -2.1970 3.5696  0.266
F1 1.2155 0.3529 -2.8427  -0.586
C12 -4.7517 -1.7650 1.2901  0.698
F2 -5.2010 -1.4961 2.5158  -0.222
F3 -5.6964 -2.4794 0.6603  -0.262
F4 -4.6475 -0.5980 0.6392  -0.238
S1 -3.1524 -2.6577 1.3404  0.983
O5 -3.4319 -3.8809 2.0279  -0.648
O6 -2.2499 -1.7614 2.0068  -0.636
N2 -2.9491 -2.7850 -0.2406  -0.331
S2 -1.6405 -3.5148 -0.6831  0.787
O7 -1.5739 -4.9368 -0.4342  -0.711
O8 -0.4077 -2.8002 -0.4494  -0.654
C13 -1.8790 -3.4055 -2.4937  0.671
F5 -1.9558 -2.1550 -2.9346  -0.213
F6 -2.9900 -4.0238 -2.9054  -0.232
F7 -0.8243 -3.9986 -3.0773  -0.201
Li1 -0.2081 4.9175 3.1796  0.985
O9 2.9937 6.5646 2.3346  -0.599
C14 4.1552 6.2983 2.1471  0.827
O10 4.4479 5.0713 1.6955  -0.318
C15 5.7411 4.6258 1.2721  -0.147
C16 6.5455 4.1456 2.4591  -1.032
C17 5.2614 7.2586 2.4943  -1.081
H19 6.2581 5.3878 0.6887  0.330
H20 5.5570 3.7917 0.5971  0.092
H21 6.7348 4.9417 3.1828  0.356
H22 7.5061 3.7373 2.1407  0.449
H23 5.9607 3.3525 2.9931  0.195
H24 5.4787 7.1781 3.5591  0.285
H25 4.9163 8.2671 2.2775  0.335
H26 6.1733 7.1090 1.9215  0.355
O11 4.7715 -3.8913 -4.8647  -0.372
S3 4.0857 -4.9774 -5.5774  1.328
O12 4.6463 -6.2581 -5.1415  -0.470
O13 4.2623 -4.8227 -7.0199  -0.416
O14 2.6499 -4.9331 -5.2617  -0.435
C18 -9.7014 1.5095 -3.1308  -1.085
C19 -10.9146 0.8928 -2.4663  -0.179
O15 -10.7250 -0.5080 -2.2293  -0.367
C20 -9.9741 -0.8126 -1.1687  0.783
O16 -9.4686 -0.0273 -0.4075  -0.560
O17 -9.8668 -2.1408 -1.1059  -0.359
C21 -9.0155 -2.6101 -0.0570  -0.555
H27 -9.4388 0.9574 -4.0345  0.291
H28 -9.8955 2.5495 -3.3945  0.352
H29 -8.8342 1.4782 -2.4712  0.307
H30 -11.7769 0.9747 -3.1267  0.292
H31 -11.1676 1.4071 -1.5390  0.306
H32 -9.3064 -2.1911 0.9043  0.303
H33 -7.9793 -2.3658 -0.2812  0.219
H34 -9.1188 -3.6912 -0.0134  0.267
Be1 5.9820 1.6709 2.8276  0.102

Cartesian forces, eV/Å:
C -0.6 -0.2 0.4
O 0.6 0.2 -0.3
C 0.1 -1.3 0.0
C -0.5 0.4 -0.1
C 0.4 -0.8 0.5
C -0.3 2.2 -0.2
C 1.0 0.9 0.4
N -1.1 -0.5 0.4
C 1.1 -1.7 -1.1
C 0.8 1.5 0.3
C -0.1 0.5 -0.2
C 0.0 0.8 0.1
O -0.1 -0.6 -0.1
O 0.2 -0.7 0.2
H 0.1 0.3 -0.3
H 1.0 -0.7 -0.9
H 0.0 0.2 0.1
H -0.1 0.3 -0.1
H -0.3 0.4 0.0
H 0.1 0.3 0.1
H -0.1 0.3 -0.1
H -0.1 -0.1 0.1
H 0.2 0.1 0.0
H 2.0 1.0 0.0
H 0.6 1.5 -0.1
H -0.2 -0.1 0.0
H -0.1 -0.1 0.0
H 0.0 0.2 -0.2
Br -1.1 -2.8 -0.6
Mg 1.3 1.9 0.4
C -0.2 -0.2 0.2
O 0.1 0.0 -0.1
H 0.0 0.1 0.0
H 0.1 0.0 -0.1
H 0.1 0.0 -0.1
H 0.0 0.1 0.1
F 0.1 -0.4 0.4
C -1.2 0.7 -0.5
F 0.4 -0.3 0.0
F 0.4 -0.2 0.1
F 0.3 -0.2 0.1
S -0.7 0.2 1.2
O 0.0 -0.2 -0.4
O 0.3 0.2 -0.5
N 0.9 -0.4 0.4
S -1.6 -0.8 -0.6
O 0.3 -0.1 -0.1
O -3.3 -2.2 0.2
C -0.9 0.8 -0.8
F 0.4 -0.2 0.4
F 0.4 -0.3 0.4
F 0.3 -0.3 -0.1
Li -0.4 0.5 0.7
O -0.3 -0.1 0.1
C 0.2 -0.1 0.2
O -0.4 -0.2 -0.3
C 0.4 -0.1 0.1
C -0.1 0.6 0.2
C 0.1 0.2 -0.5
H 0.0 0.1 0.1
H -0.2 0.0 0.0
H 0.0 0.0 0.0
H -0.1 -0.1 0.0
H 0.4 1.3 -0.2
H 0.0 0.0 0.0
H -0.1 0.0 0.2
H 0.0 -0.2 0.1
O -0.3 0.4 -0.3
S -0.3 -0.3 0.2
O -0.3 -0.2 -0.2
O 0.6 0.1 0.1
O 0.1 -0.1 0.5
C 0.3 -0.1 0.1
C 0.0 0.5 -0.2
O -0.1 -0.1 0.1
C 0.1 0.0 -0.1
O -0.1 -0.1 0.0
O -0.1 0.0 0.0
C 0.1 -0.2 0.2
H -0.1 0.1 -0.1
H 0.0 0.0 0.0
H -0.1 0.1 0.1
H 0.0 -0.3 0.0
H 0.1 -0.1 0.1
H 0.0 0.1 -0.1
H 0.0 0.1 0.1
H -0.1 0.0 -0.2
Be -0.2 -1.6 0.0